{"formula": "C37H92Cl2O18", "method": "ωB97M-V/def2-TZVPD", "elements": ["C", "O", "C", "C", "O", "C", "H", "H", "H", "H", "H", "H", "H", "H", "H", "H", "C", "O", "C", "C", "O", "C", "H", "H", "H", "H", "H", "H", "H", "H", "H", "H", "C", "O", "C", "C", "O", "C", "H", "H", "H", "H", "H", "H", "H", "H", "H", "H", "C", "O", "C", "C", "O", "C", "H", "H", "H", "H", "H", "H", "H", "H", "H", "H", "C", "O", "C", "C", "O", "C", "H", "H", "H", "H", "H", "H", "H", "H", "H", "H", "C", "O", "C", "C", "O", "C", "H", "H", "H", "H", "H", "H", "H", "H", "H", "H", "C", "O", "C", "C", "O", "C", "H", "H", "H", "H", "H", "H", "H", "H", "H", "H", "C", "O", "C", "C", "O", "C", "H", "H", "H", "H", "H", "H", "H", "H", "H", "H", "C", "O", "C", "C", "O", "C", "H", "H", "H", "H", "H", "H", "H", "H", "H", "H", "Cl", "C", "Cl", "H", "H"], "coordinates": [[-15.2560, 10.5660, 9.7947], [-16.4154, 10.5136, 10.6496], [-16.0790, 10.5028, 12.0070], [-16.4866, 9.2687, 12.7189], [-15.7666, 8.1653, 12.1829], [-16.3443, 6.9133, 12.3437], [-14.8467, 9.5781, 9.8109], [-14.5351, 11.3187, 10.1758], [-15.6179, 10.9138, 8.8611], [-16.5549, 11.3888, 12.4814], [-14.9813, 10.7237, 12.1198], [-17.5613, 9.1943, 12.5322], [-16.2574, 9.2980, 13.7978], [-16.1672, 6.5375, 13.3519], [-15.8128, 6.2545, 11.6571], [-17.3712, 6.8579, 12.0992], [-13.6379, 13.7271, 7.6002], [-13.7135, 12.2840, 7.4465], [-14.0736, 11.8144, 6.1376], [-13.5912, 10.4655, 5.9763], [-13.8275, 10.0874, 4.6340], [-13.3576, 8.8144, 4.3540], [-13.2329, 14.1468, 6.5696], [-12.9456, 13.8828, 8.4101], [-14.5854, 14.1509, 7.7266], [-13.7005, 12.5123, 5.3707], [-15.1622, 11.8425, 5.9375], [-14.0303, 9.7835, 6.7277], [-12.5187, 10.3364, 6.2448], [-13.4728, 8.6604, 3.3043], [-13.7985, 7.9765, 4.9812], [-12.2990, 8.8290, 4.6094], [-24.6497, 16.5889, 12.2354], [-25.1967, 15.3031, 12.5070], [-24.4810, 14.3462, 11.7987], [-23.4645, 13.7341, 12.7539], [-24.2560, 13.1415, 13.7198], [-23.5447, 12.8710, 14.8776], [-23.6191, 16.7400, 12.5732], [-25.2641, 17.3278, 12.6920], [-24.6993, 16.8849, 11.1562], [-24.0001, 14.7271, 10.9086], [-25.1750, 13.5668, 11.6435], [-22.8446, 14.4987, 13.2714], [-22.7644, 13.0411, 12.2564], [-24.2767, 12.6036, 15.6734], [-22.8596, 13.6981, 15.2305], [-22.9645, 11.9570, 14.7893], [-20.8883, 9.2725, 7.3548], [-20.0096, 8.2051, 7.6609], [-18.6865, 8.6211, 7.8729], [-18.1335, 9.4187, 6.6924], [-17.9622, 8.5206, 5.6033], [-17.2914, 9.1556, 4.5482], [-20.6880, 9.7655, 6.3973], [-20.9977, 10.0433, 8.0835], [-21.8886, 8.7837, 7.3612], [-18.1739, 7.6616, 8.0309], [-18.4875, 9.2212, 8.7537], [-17.2011, 9.9251, 6.9658], [-18.8332, 10.1915, 6.3685], [-16.3536, 9.5712, 4.9470], [-17.8773, 10.0003, 4.1540], [-17.1123, 8.4107, 3.7808], [-18.2643, 16.8162, 13.3395], [-18.9017, 15.8379, 12.6231], [-19.9831, 15.2398, 13.3304], [-19.6336, 14.1296, 14.2961], [-19.1016, 13.0030, 13.6127], [-18.5308, 12.0613, 14.4948], [-17.5347, 17.3060, 12.6499], [-17.7742, 16.5199, 14.2143], [-18.9972, 17.5666, 13.6888], [-20.6825, 14.8773, 12.6129], [-20.4869, 16.0565, 13.8412], [-20.4452, 13.9043, 15.0055], [-18.8621, 14.5341, 14.9624], [-17.6436, 12.5240, 14.9635], [-18.0848, 11.2674, 13.8870], [-19.2152, 11.5932, 15.2409], [-24.3679, 15.6280, 8.1854], [-23.3676, 16.0407, 9.1131], [-22.1035, 15.9369, 8.5656], [-21.0810, 16.4348, 9.5161], [-20.9422, 17.8163, 9.6142], [-20.1443, 18.2892, 10.6873], [-25.2859, 15.7775, 8.6928], [-24.1955, 14.5621, 7.9967], [-24.3874, 16.1802, 7.2434], [-22.0155, 16.4684, 7.6339], [-21.8188, 14.8697, 8.3348], [-20.1512, 15.9079, 9.2268], [-21.3810, 15.9951, 10.4900], [-19.0988, 18.1843, 10.4174], [-20.2347, 17.7701, 11.6226], [-20.4825, 19.3073, 10.7713], [-23.4040, 6.5433, 11.5845], [-22.2802, 7.3857, 11.6255], [-21.3247, 7.0271, 10.7136], [-19.9080, 7.5011, 11.0800], [-19.6800, 8.8788, 11.1762], [-20.3282, 9.3707, 12.4352], [-23.7870, 6.5873, 10.5107], [-24.1821, 6.9538, 12.2572], [-23.1905, 5.5277, 11.7778], [-21.6376, 7.4313, 9.7626], [-21.2515, 5.9373, 10.5249], [-19.1996, 7.1090, 10.3069], [-19.6039, 7.0184, 12.0300], [-21.4337, 9.2792, 12.4063], [-19.9320, 10.3832, 12.3977], [-19.9424, 8.7748, 13.3511], [-15.7507, 14.1335, 11.4514], [-14.9369, 14.7707, 10.5180], [-15.1459, 16.1612, 10.4245], [-16.4425, 16.4578, 9.6202], [-16.1791, 16.1097, 8.2368], [-17.2453, 16.6018, 7.4583], [-15.3900, 14.5202, 12.4479], [-15.4797, 13.1075, 11.3032], [-16.8157, 14.1815, 11.2838], [-14.2682, 16.6586, 9.9657], [-15.3482, 16.6165, 11.4006], [-16.7690, 17.5274, 9.6532], [-17.1953, 15.8024, 10.0352], [-17.0573, 17.6438, 7.2590], [-18.2049, 16.3734, 7.8707], [-17.2167, 16.0585, 6.4894], [-23.5597, 10.2669, 10.4261], [-24.6427, 9.7592, 11.1898], [-24.4251, 10.0394, 12.5774], [-25.5703, 9.5174, 13.4260], [-25.5530, 8.1620, 13.6287], [-26.4776, 7.7121, 14.6138], [-23.6043, 9.7902, 9.4797], [-22.5702, 10.0304, 10.8312], [-23.6504, 11.3054, 10.2682], [-24.3194, 11.0847, 12.6578], [-23.4486, 9.5512, 12.8464], [-26.5921, 9.8894, 13.0967], [-25.4256, 10.0120, 14.3859], [-27.3907, 7.1951, 14.1822], [-26.8933, 8.5311, 15.1870], [-25.9007, 7.1312, 15.3491], [-17.9539, 12.5828, 8.9895], [-18.9799, 11.9356, 10.2146], [-20.7043, 12.5156, 9.8686], [-18.9822, 10.8690, 10.2091], [-18.6809, 12.2997, 11.1648]], "forces_ev_per_a": [[-0.577, 0.637, 1.573], [0.172, 0.077, -0.199], [1.481, 1.841, 0.485], [0.136, -0.996, 0.107], [-0.066, 1.087, -0.556], [1.440, -0.681, 0.218], [0.659, -0.539, -0.468], [-0.232, -0.448, -0.252], [-0.072, -0.007, -1.058], [-0.021, -0.465, -0.032], [-0.747, -0.493, 0.021], [-0.152, -0.525, 0.194], [-0.342, 0.404, -0.126], [-0.209, -0.126, 0.269], [-0.004, -0.122, 0.023], [-1.300, 0.233, -0.204], [1.724, -1.373, -3.303], [-0.243, 0.228, -0.492], [-0.959, 2.959, 0.659], [1.481, -2.318, 0.160], [-0.880, 0.449, 0.702], [0.617, -0.818, 1.239], [-0.404, -0.505, 2.096], [0.024, 0.380, 0.221], [-1.445, 0.681, 0.621], [0.457, -0.312, 0.116], [0.051, -0.060, 0.508], [-0.588, 0.010, -0.432], [-0.142, 0.541, -0.487], [-0.197, -0.398, -0.621], [-0.016, 0.947, -0.741], [0.450, -0.411, -0.205], [-0.352, 0.385, -1.014], [0.125, 1.989, -0.415], [1.343, -0.455, 1.037], [0.543, 0.872, -0.530], [-0.114, -0.386, 0.793], [-0.247, -0.496, 1.695], [0.056, -0.327, 0.069], [-0.525, 0.432, 0.873], [0.241, -0.719, 0.553], [-0.132, 0.074, -0.417], [-0.759, -1.060, -0.904], [-0.180, 0.005, -0.533], [-0.171, -0.124, 0.035], [0.376, 0.596, -0.391], [-0.820, -0.569, -0.441], [0.612, -0.205, -0.299], [-1.601, -1.385, -0.478], [-0.366, 1.004, 0.310], [0.776, -0.257, -0.726], [-0.118, -1.120, -0.183], [-0.011, 0.123, 0.407], [0.163, 0.399, 0.403], [-0.153, -0.397, -0.010], [0.595, 0.645, 1.070], [0.522, 0.397, -0.499], [0.411, 0.447, -0.315], [-0.605, 0.256, 0.631], [0.197, -0.165, 0.008], [0.058, 0.268, 0.257], [0.102, -0.103, -0.474], [0.008, -0.158, -0.133], [0.100, 0.066, -0.154], [-0.087, 2.293, -1.173], [-0.516, -1.755, -0.397], [0.054, 0.291, -0.032], [1.166, 0.535, 0.455], [-0.920, 0.040, 0.251], [0.941, -0.224, -0.063], [-0.502, -0.289, 0.619], [1.057, -0.980, 1.362], [0.140, 0.164, -0.241], [-0.367, -0.401, -0.869], [-0.300, 0.020, 0.547], [-0.261, -0.271, -0.604], [0.327, -0.067, 0.078], [-0.446, -0.078, 0.440], [-0.475, -0.010, 0.002], [0.239, 0.607, -0.460], [0.959, -0.485, 0.447], [-0.911, 0.399, -0.499], [0.848, -0.726, -0.548], [0.787, -1.323, 1.242], [-0.558, -0.082, -0.147], [-0.141, -0.095, -1.149], [-1.046, -0.029, 0.341], [-0.318, 0.002, -0.283], [0.321, 0.151, 0.045], [-0.138, 0.456, -0.699], [-0.434, 0.636, 0.249], [0.151, 0.462, 0.198], [0.285, 0.230, -0.026], [0.432, 0.360, -0.080], [-0.649, -0.512, 0.456], [0.442, 0.530, 0.362], [-1.596, 1.821, -1.852], [-0.358, -0.166, 1.994], [1.411, -0.165, -1.232], [0.490, -1.293, -0.604], [-1.551, 0.113, 1.850], [1.324, -0.756, -0.616], [-0.002, -0.151, 1.150], [0.552, -0.329, -0.389], [0.527, -1.245, 0.551], [0.226, 0.340, -0.780], [-0.066, 0.141, 0.470], [-0.665, 0.302, 0.393], [-0.228, 0.076, -0.147], [0.934, 0.222, -0.098], [-0.550, 0.263, 0.784], [-0.423, 0.934, -1.454], [1.341, 0.070, 0.997], [0.392, 1.050, -1.068], [-1.173, 0.757, -0.621], [1.840, 0.014, -0.890], [-0.616, 0.128, 1.347], [1.072, -1.127, -1.666], [-0.994, -0.638, -0.420], [0.037, -0.747, 0.477], [-0.462, 0.548, 0.102], [-0.442, -0.505, 0.184], [0.400, -0.130, 0.363], [0.324, -0.664, 0.282], [-0.682, -0.019, -0.037], [-0.484, 0.658, -0.007], [-0.738, 0.202, 0.571], [0.094, 0.378, 0.421], [-0.136, -1.243, 0.502], [0.406, -0.086, 0.305], [0.148, -2.153, -1.139], [-0.686, 2.166, 0.119], [-0.279, -1.550, -0.004], [-0.345, -0.227, -0.111], [-0.120, -0.463, -1.030], [-0.171, 0.051, 0.261], [-0.053, 1.550, -0.004], [-0.041, 1.385, 0.620], [-0.840, 0.266, 0.230], [1.095, -0.374, -0.208], [0.046, 0.265, 0.460], [1.349, 0.173, 0.299], [-0.010, 0.561, 0.069], [-0.485, -0.365, -0.445], [0.596, 0.321, -0.656], [-1.373, 0.410, -0.559], [0.800, -0.414, 0.534], [-0.109, -0.644, -0.208], [0.023, 0.535, 0.827]], "smiles": "COCCOC.COCCOC.COCCOC.COCCOC.COCCOC.COCCOC.COCCOC.COCCOC.COCCOC.ClCCl", "largest_force_ha_per_bohr": 0.077, "charge": 0, "e_lumo_ev": 0.48}